Model A:
Here is a cluster of 15 separate species, H30O15 in total from the Open Molecules 2025 dataset. Energies are from wB97M-V/def2-TZVPD.

Values from the calculation:
* orbital gap: 10.5 eV
* LUMO: -0.209 eV

Geometry (Å):
O (3.006, -0.564, 3.977)
H (2.837, -1.299, 3.381)
H (2.589, 0.187, 3.548)
O (-3.380, -0.532, 1.141)
H (-2.861, 0.075, 0.607)
H (-3.208, -1.400, 0.832)
O (1.888, 3.892, 1.802)
H (1.589, 4.141, 0.922)
H (2.707, 3.402, 1.700)
O (2.822, 0.886, -1.007)
H (2.253, 1.100, -0.247)
H (3.610, 1.181, -0.533)
O (-0.314, -2.846, -0.312)
H (-0.621, -2.813, 0.596)
H (-0.741, -3.524, -0.836)
O (-2.780, -1.235, -3.202)
H (-2.860, -1.502, -4.132)
H (-3.724, -1.322, -2.994)
O (3.257, -2.191, -2.015)
H (3.266, -1.235, -2.123)
H (3.257, -2.558, -2.900)
O (-0.333, 0.313, 0.178)
H (-0.797, 0.607, 0.960)
H (-0.263, -0.583, -0.123)
O (-1.641, -2.668, 2.942)
H (-2.405, -2.289, 3.315)
H (-1.461, -3.600, 3.056)
O (0.415, 3.066, -0.690)
H (-0.525, 2.969, -0.486)
H (0.612, 2.146, -0.487)
O (-2.135, 1.677, 3.085)
H (-2.874, 1.276, 2.621)
H (-2.243, 1.640, 4.029)
O (1.926, 2.567, -3.120)
H (1.591, 2.790, -2.247)
H (2.665, 2.004, -3.120)
O (2.249, -0.905, 1.017)
H (2.689, -0.919, 0.167)
H (1.616, -1.604, 1.136)
O (-1.878, 2.039, -2.393)
H (-1.638, 1.222, -1.947)
H (-1.229, 2.726, -2.229)
O (-2.786, -3.154, -1.304)
H (-3.448, -3.136, -0.626)
H (-2.637, -2.582, -2.076)

***

Model B:
Here is a structure of composition H30O15 from the Open Molecules 2025 dataset. Energies are from wB97M-V/def2-TZVPD.

Values from the calculation:
* orbital gap: 7.4 eV
* LUMO: -1.035 eV

Geometry (Å):
O (-72.724, 2.565, 15.729)
H (-72.749, 3.487, 16.001)
H (-73.513, 2.242, 16.098)
O (-71.111, 5.509, 16.342)
H (-71.860, 5.559, 15.686)
H (-70.666, 6.278, 16.526)
O (-73.913, -0.605, 18.459)
H (-73.926, 0.150, 17.770)
H (-74.136, -0.137, 19.340)
O (-75.256, 4.171, 14.211)
H (-76.127, 4.205, 13.792)
H (-75.447, 3.638, 14.936)
O (-70.172, 1.555, 14.377)
H (-71.189, 1.817, 14.158)
H (-70.328, 1.141, 15.186)
O (-70.776, 1.121, 17.063)
H (-70.476, 1.563, 17.874)
H (-71.675, 1.400, 16.866)
O (-75.909, 2.894, 19.053)
H (-75.105, 2.898, 18.333)
H (-75.939, 3.682, 19.476)
O (-74.133, 2.571, 14.108)
H (-74.624, 3.432, 14.092)
H (-73.210, 2.989, 14.439)
O (-75.129, 0.735, 14.725)
H (-74.592, 1.389, 14.219)
H (-74.706, -0.029, 14.392)
O (-73.309, 5.391, 14.956)
H (-73.479, 4.992, 14.143)
H (-74.101, 5.308, 15.495)
O (-75.997, 3.178, 16.678)
H (-75.988, 3.702, 17.525)
H (-76.743, 2.676, 16.713)
O (-71.950, 3.574, 13.969)
H (-72.499, 4.402, 13.715)
H (-71.060, 3.659, 14.520)
O (-70.154, 3.693, 16.029)
H (-70.502, 4.413, 16.639)
H (-70.414, 2.911, 16.515)
O (-74.035, 1.402, 16.569)
H (-74.286, 1.021, 15.784)
H (-74.483, 2.176, 16.454)
O (-73.483, 3.748, 17.287)
H (-73.898, 4.580, 16.960)
H (-72.925, 4.376, 17.736)

***

Model C:
Here is a cluster of 15 separate species, H30O15 in total from the Open Molecules 2025 dataset. Energies are from wB97M-V/def2-TZVPD.

Values from the calculation:
* orbital gap: 8.9 eV
* LUMO: -0.693 eV

Geometry (Å):
O (4.644, -0.340, -1.087)
H (4.301, -1.185, -1.291)
H (3.832, 0.176, -1.379)
O (-1.254, -0.108, -2.615)
H (-2.079, 0.263, -2.968)
H (-0.702, 0.718, -2.304)
O (0.302, 2.622, 2.362)
H (0.393, 2.697, 1.308)
H (1.147, 2.997, 2.517)
O (3.087, -3.166, -1.472)
H (3.287, -2.660, -0.700)
H (2.723, -2.418, -2.030)
O (-1.654, 1.615, 3.277)
H (-0.978, 0.932, 3.097)
H (-1.371, 1.822, 4.161)
O (1.462, -2.600, 3.241)
H (2.081, -1.976, 3.697)
H (0.987, -3.207, 3.823)
O (-2.664, 2.234, -1.748)
H (-3.497, 2.363, -1.288)
H (-2.553, 3.027, -2.077)
O (-3.653, -0.338, 0.274)
H (-4.246, 0.223, 0.776)
H (-3.727, -0.147, -0.686)
O (1.569, -1.483, 0.122)
H (1.988, -1.504, 0.951)
H (0.650, -1.206, 0.117)
O (1.825, 2.522, -1.968)
H (2.685, 2.026, -1.551)
H (1.586, 3.298, -1.337)
O (0.509, -4.315, -0.816)
H (1.352, -4.075, -0.357)
H (0.072, -3.471, -0.741)
O (-4.158, 1.798, 1.433)
H (-3.612, 2.117, 0.642)
H (-3.466, 1.960, 2.123)
O (-0.768, 0.329, 1.200)
H (-1.439, -0.428, 1.354)
H (-1.320, 1.047, 1.139)
O (2.718, 0.481, -2.269)
H (2.599, 1.141, -2.990)
H (1.864, 0.316, -1.973)
O (-1.198, -1.451, -0.484)
H (-1.265, -1.219, -1.481)
H (-2.065, -1.427, -0.001)

***

Model D:
Here is a cluster of 15 separate species, H30O15 in total from the Open Molecules 2025 dataset. Energies are from wB97M-V/def2-TZVPD.

Values from the calculation:
* orbital gap: 8.3 eV
* LUMO: -0.433 eV

Geometry (Å):
H (-0.485, -0.574, -0.333)
H (0.921, -0.858, -0.560)
H (-1.943, 3.294, 0.201)
H (-1.633, 4.742, -0.168)
H (-1.293, -1.431, -3.077)
H (-1.034, -2.874, -2.822)
H (-1.384, 0.357, 3.542)
H (0.142, 0.337, 3.611)
H (-0.023, 3.010, 2.645)
H (-0.051, 3.153, 1.103)
H (-2.334, -1.241, -0.397)
H (-3.548, -1.120, 0.489)
H (5.664, -2.898, 0.259)
H (4.741, -1.886, -0.448)
H (-2.976, -3.824, 0.662)
H (-4.403, -3.999, 1.243)
H (2.756, -3.576, 0.511)
H (1.836, -2.644, -0.284)
H (0.858, 3.539, -1.781)
H (2.186, 3.733, -1.305)
H (3.539, 2.701, -2.332)
H (2.432, 1.657, -2.194)
H (-4.119, 0.900, 0.445)
H (-3.638, 2.205, 1.085)
H (1.042, -1.956, 2.520)
H (1.161, -0.497, 2.403)
H (5.349, 0.449, 0.318)
H (4.000, 0.563, 0.707)
H (-3.005, 0.066, -2.570)
H (-4.387, -0.497, -2.273)
O (0.026, -1.204, -0.747)
O (-2.143, 4.210, 0.450)
O (-1.258, -2.300, -3.467)
O (-0.653, -0.047, 4.015)
O (0.493, 2.964, 1.824)
O (-3.261, -1.019, -0.461)
O (4.962, -2.263, 0.417)
O (-3.845, -3.624, 0.527)
O (1.996, -3.593, -0.078)
O (1.689, 3.032, -1.641)
O (2.863, 2.159, -2.794)
O (-3.550, 1.250, 1.091)
O (1.654, -1.293, 2.075)
O (4.535, 0.509, -0.107)
O (-3.876, 0.388, -2.307)

***

Here are the energies relative to the best structure, in eV: model A 0.000; model B 16.132; model C 2.615; model D 3.770.

***

Model A:
Here is a cluster of 15 separate species, H30O15 in total from the Open Molecules 2025 dataset. Energies are from wB97M-V/def2-TZVPD.

Values from the calculation:
* orbital gap: 8.9 eV
* LUMO: -1.122 eV

Geometry (Å):
O (7.410, 15.712, 6.622)
H (6.861, 15.143, 6.082)
H (6.788, 16.253, 7.109)
O (11.159, 14.323, 4.135)
H (10.664, 14.998, 4.599)
H (11.073, 14.555, 3.210)
O (9.418, 10.975, 7.128)
H (9.029, 11.789, 7.449)
H (8.688, 10.501, 6.729)
O (11.716, 18.305, 5.308)
H (11.004, 17.666, 5.339)
H (11.276, 19.155, 5.323)
O (7.762, 19.283, 4.390)
H (8.068, 18.590, 3.805)
H (7.137, 18.849, 4.971)
O (5.851, 17.212, 8.228)
H (6.518, 17.636, 8.768)
H (5.020, 17.472, 8.624)
O (8.618, 13.750, 9.079)
H (8.407, 14.467, 8.482)
H (9.427, 14.026, 9.510)
O (5.568, 13.600, 3.633)
H (5.293, 14.111, 4.395)
H (5.263, 14.109, 2.881)
O (6.456, 11.428, 2.200)
H (6.140, 11.882, 2.981)
H (6.027, 11.877, 1.472)
O (3.810, 13.978, 7.643)
H (4.052, 14.862, 7.919)
H (3.205, 14.111, 6.913)
O (7.159, 16.833, 2.963)
H (7.440, 16.238, 2.268)
H (6.203, 16.838, 2.902)
O (3.606, 17.963, 9.279)
H (3.381, 17.391, 10.012)
H (2.775, 18.365, 9.024)
O (9.596, 16.328, 5.051)
H (9.254, 16.695, 4.236)
H (8.817, 16.149, 5.579)
O (4.428, 16.475, 2.739)
H (4.201, 15.978, 3.525)
H (3.750, 16.243, 2.104)
O (3.304, 15.319, 5.007)
H (2.905, 16.141, 5.290)
H (2.764, 15.031, 4.271)

***

Model B:
Here is a cluster of 15 separate species, H30O15 in total from the Open Molecules 2025 dataset. Energies are from wB97M-V/def2-TZVPD.

Values from the calculation:
* orbital gap: 8.4 eV
* LUMO: -0.751 eV

Geometry (Å):
O (0.963, 3.042, -0.039)
H (1.709, 3.219, -0.613)
H (0.762, 3.845, 0.391)
O (1.495, 0.707, -2.760)
H (2.266, 0.244, -3.050)
H (0.731, 0.089, -2.809)
O (0.836, -3.707, 0.973)
H (0.877, -4.533, 0.521)
H (1.318, -3.023, 0.492)
O (-0.723, 0.758, 3.546)
H (0.180, 1.007, 3.277)
H (-0.847, -0.179, 3.184)
O (-0.820, 2.423, -2.459)
H (-0.738, 3.192, -2.976)
H (0.050, 1.971, -2.592)
O (2.910, 0.489, -0.408)
H (2.270, 0.705, -1.098)
H (3.215, 1.314, -0.182)
O (1.391, 2.039, 2.503)
H (2.325, 2.068, 2.639)
H (1.413, 2.207, 1.528)
O (-1.039, -1.624, 2.149)
H (-1.348, -2.552, 2.392)
H (-0.276, -1.795, 1.594)
O (-3.497, -1.065, 0.773)
H (-2.699, -1.257, 1.319)
H (-3.081, -0.754, -0.048)
O (-1.984, 2.133, -0.032)
H (-1.341, 2.319, -0.801)
H (-2.875, 2.016, -0.362)
O (1.574, -0.942, 1.412)
H (1.601, -0.838, 2.387)
H (2.259, -0.341, 1.055)
O (1.527, -2.039, -1.468)
H (1.591, -1.260, -0.930)
H (1.044, -1.803, -2.242)
O (-1.327, -2.552, -0.723)
H (-1.331, -1.568, -0.681)
H (-0.880, -2.843, 0.051)
O (-2.958, -0.231, -1.735)
H (-3.420, -0.967, -2.099)
H (-2.185, -0.236, -2.337)
O (-0.456, -0.122, -0.214)
H (0.154, -0.326, 0.437)
H (-0.632, 0.766, 0.036)

***

Here are the energies relative to the best structure, in eV: model A 0.000; model B 0.465.

***

Model A:
Here is the molecule H10N6P2 from the Open Molecules 2025 dataset. Energies are from wB97M-V/def2-TZVPD.

Values from the calculation:
* SMILES string: NP(N)N=P(N)(N)N
* orbital gap: 8.6 eV
* LUMO: 0.784 eV

Geometry (Å):
N (-2.123, 1.636, -1.294)
P (-0.557, 0.969, -1.411)
N (0.252, 2.343, -0.808)
N (-0.753, 0.020, 0.011)
P (0.354, -0.942, 0.610)
N (-0.275, -1.500, 2.041)
N (0.795, -2.289, -0.366)
N (1.884, -0.407, 1.188)
H (-2.705, 0.877, -1.178)
H (-2.471, 2.103, -2.199)
H (-0.072, 3.239, -1.153)
H (0.035, 2.200, 0.260)
H (0.138, -2.468, 2.172)
H (-1.268, -1.400, 2.181)
H (1.799, -2.484, -0.443)
H (0.466, -1.885, -1.311)
H (1.812, 0.626, 1.147)
H (2.690, -0.639, 0.553)

***

Model B:
Here is a cluster of 2 separate species, H10N6P2 in total from the Open Molecules 2025 dataset. Energies are from wB97M-V/def2-TZVPD.

Values from the calculation:
* SMILES string: N#P(N)N.NP(N)N
* orbital gap: 8.9 eV
* LUMO: 0.506 eV

Geometry (Å):
N (1.181, -1.701, -0.605)
P (1.544, -0.314, -0.192)
N (2.364, 1.019, -0.968)
N (1.999, 0.120, 1.429)
H (2.852, 1.726, -0.317)
H (3.105, 0.651, -1.622)
H (1.796, 1.047, 1.853)
H (1.696, -0.758, 1.890)
N (-2.900, 0.358, 0.652)
P (-1.371, -0.432, 0.670)
N (-0.591, 0.837, -0.296)
N (-1.468, -1.493, -0.651)
H (-3.207, 0.615, -0.261)
H (-3.656, 0.214, 1.384)
H (-0.854, 1.805, -0.352)
H (-0.319, 0.383, -1.269)
H (-0.396, -1.607, -0.823)
H (-1.775, -2.469, -0.521)

***

Here are the energies relative to the best structure, in eV: model A 0.000; model B 3.107.